(1)
13
Properties=species:S:1:pos:R:3:forces:R:3:nbo_charge:R:1 method="wB97M-V/def2-TZVPD" energy_ev=-9266.167 relative_energy_kj_mol=707.69 homo_lumo_gap_ev=8.34 molar_mass_g_mol=98.10 e_homo_ev=-8.72
C -2.43632 -0.00317 0.34131 0.04 -0.06 -0.11 -0.72
C -1.00186 -0.05994 -0.16060 0.21 0.27 0.36 0.11
C 1.48979 -0.87884 -1.38948 -0.64 -0.03 0.08 -0.06
C 1.73205 0.01923 -0.34609 0.04 0.00 0.17 0.35
O 3.12846 0.02976 -0.50440 0.01 0.08 0.27 -0.65
N 1.18370 0.59888 0.64685 0.35 -0.10 -0.21 -0.35
N -0.20337 0.48506 0.71200 -0.12 -0.14 -0.21 -0.39
H -2.57116 0.48913 1.32497 0.20 -0.10 -0.22 0.18
H -2.85182 -1.01483 0.42426 0.17 0.12 -0.12 0.24
H -3.07333 0.52755 -0.37666 0.21 -0.14 0.01 0.24
H 1.66326 -0.45969 -2.38924 -0.42 0.06 0.18 0.17
H 3.51507 -0.67516 0.03507 -0.10 0.16 0.02 0.50
H -0.53097 0.90890 1.58460 0.05 -0.12 -0.21 0.37

(2)
45
Properties=species:S:1:pos:R:3:forces:R:3:nbo_charge:R:1 method="wB97M-V/def2-TZVPD" energy_ev=-24009.901 multiplicity=2 relative_energy_kj_mol=109.00 homo_lumo_gap_ev="11.04 / 6.59" molar_mass_g_mol=242.31 charge=+1 e_homo_ev="-13.76 / -13.76"
N 1.20462 2.08522 -0.67264 1.03 -6.61 -1.41 -0.85
C 0.68848 1.21908 -1.80515 -0.97 0.98 1.77 -0.23
C 0.25126 -0.11859 -1.03936 -0.51 2.25 0.46 -0.33
N -0.55165 -0.92233 -1.92141 -0.07 -3.22 2.54 0.02
C 0.11833 -2.20108 -2.27211 1.35 -1.24 -0.49 -0.49
C -2.92968 -0.10107 -1.98708 -1.07 0.36 -1.98 -0.64
C -1.99553 -1.19711 -1.64799 -1.85 -2.37 -3.91 -0.08
C -2.38666 -1.61603 -0.30519 5.84 -0.82 3.67 -0.66
H 2.17266 2.22110 -0.77272 1.42 -0.07 -0.31 0.37
H 0.83792 2.90758 -0.58024 -3.11 5.98 0.52 0.37
H 1.45870 1.19311 -2.55275 0.44 -1.00 -0.24 0.23
H -0.21309 1.56436 -2.38675 0.72 0.28 1.04 0.20
H -0.31864 0.25790 -0.01097 0.93 -1.27 -3.33 0.27
H 1.14940 -0.69710 -0.79000 -0.35 0.42 0.19 0.28
H 0.28109 -2.35439 -3.37177 -0.38 0.53 0.73 0.28
H 1.14001 -2.29494 -1.78451 -1.30 0.40 -0.63 0.26
H -0.47116 -3.11800 -1.95136 0.32 1.42 -0.23 0.26
H -2.73060 0.43306 -2.87060 0.71 0.30 -1.75 0.22
H -2.80640 0.64791 -1.29503 -0.26 1.73 2.22 0.22
H -4.00390 -0.33886 -2.13657 0.80 -0.47 0.74 0.26
H -2.19519 -2.15355 -2.34117 0.28 2.27 1.21 0.22
H -1.69436 -2.52024 0.04731 -1.39 2.08 -0.15 0.26
H -3.31323 -1.93340 -0.13420 -4.13 -1.76 -0.79 0.26
H -2.45570 -0.78171 0.44121 1.12 -0.32 -0.51 0.23
H 3.57832 0.97217 1.00017 -0.09 -0.06 0.10 0.47
H 3.41270 2.49443 0.82092 -0.20 0.15 0.15 0.46
O 4.03792 1.81308 1.06107 0.35 -0.10 -0.09 -0.92
H 2.02125 -1.71724 1.86148 0.57 -0.36 0.44 0.51
H 0.82498 -1.08466 1.24718 0.05 -0.21 0.11 0.48
O 1.50106 -1.75136 1.05462 -0.32 -0.28 -0.68 -1.01
H -0.53626 0.60592 2.25611 -1.18 0.46 0.29 0.50
H 0.62619 0.89827 1.32816 0.97 2.22 -1.94 0.50
O 0.34519 0.37272 2.02890 -0.01 -1.64 1.95 -0.95
H -1.06892 3.80774 -1.01056 0.25 1.22 1.99 0.48
H -1.39196 4.96016 0.10869 1.39 -2.28 -0.63 0.52
O -0.82596 4.11941 -0.07293 -1.50 1.29 -1.76 -0.98
H 1.72076 -0.30329 3.08029 -1.60 1.42 -1.52 0.47
H 2.19425 -0.66136 4.31527 0.36 -0.35 2.34 0.48
O 2.43429 -0.78358 3.42425 1.46 -0.91 -0.45 -0.95
H -1.48405 2.47732 0.57341 0.20 0.69 0.93 0.49
H -2.34182 2.00427 1.77318 -0.24 -0.82 10.75 0.45
O -2.28133 2.10708 0.95250 -0.22 0.00 -11.33 -0.95
H 0.12713 -3.14978 1.37388 -0.33 -0.80 -0.05 0.49
H -0.00622 -4.03872 0.20224 0.26 -0.53 -0.45 0.45
O -0.40640 -3.92104 1.05901 0.28 1.05 0.49 -0.93

(3)
61
Properties=species:S:1:pos:R:3:forces:R:3:nbo_charge:R:1 method="wB97M-V/def2-TZVPD" energy_ev=-31943.104 relative_energy_kj_mol=267.42 homo_lumo_gap_ev=5.24 molar_mass_g_mol=386.56 charge=+1 e_homo_ev=-10.54
C 0.51740 -1.80384 1.08881 0.79 -1.75 1.02 -0.44
N -0.33501 -1.32611 -0.05811 2.23 1.08 -2.84 -0.60
C 0.47238 -1.55935 -1.25856 -0.64 2.42 0.99 0.81
N 1.32374 -0.55750 -1.81096 -4.22 -2.72 0.57 -0.70
N 0.36917 -2.82321 -1.78562 1.61 0.16 0.15 -0.94
H 1.58792 -2.03620 0.74045 -1.43 0.53 0.57 0.20
H 0.59466 -1.04546 1.93359 -0.37 -0.95 -1.28 0.26
H 0.09735 -2.79824 1.45886 0.47 1.56 -0.23 0.24
H -0.59278 -0.33406 0.01721 0.40 -0.40 0.23 0.39
H 0.89900 0.37711 -1.68134 0.98 -0.26 0.22 0.43
H 1.49119 -0.76897 -2.80365 0.36 0.21 0.48 0.43
H -0.41671 -3.07195 -2.39541 0.43 0.01 0.88 0.46
H 1.08000 -3.49731 -1.47581 -0.64 0.21 -0.79 0.45
C 1.79712 3.69556 -3.39335 -0.07 -0.01 0.02 -0.22
C 2.19908 2.45030 -3.86650 -0.11 -0.08 0.07 -0.25
C 1.56116 1.88324 -4.96616 -0.09 0.02 0.09 -0.26
C 0.52727 2.56694 -5.59856 -0.02 -0.02 0.04 -0.16
C 0.12818 3.81350 -5.12776 0.05 -0.03 0.04 -0.21
C 0.75970 4.37619 -4.02286 0.03 -0.09 -0.03 -0.21
H 2.29215 4.13569 -2.53457 -0.01 -0.01 -0.08 0.22
H 3.01064 1.92050 -3.37717 0.03 0.08 -0.06 0.21
H 1.87052 0.90906 -5.33128 0.04 0.08 -0.07 0.21
H 0.03332 2.12798 -6.45850 0.04 0.06 0.04 0.21
H -0.67639 4.34685 -5.62205 0.07 -0.05 0.03 0.22
H 0.44451 5.34537 -3.65334 0.04 -0.06 -0.04 0.23
C -0.75331 -3.13175 6.32039 0.05 -0.04 -0.18 -0.21
C -0.45594 -1.85649 5.85212 0.03 -0.03 -0.06 -0.23
C -1.22841 -1.28697 4.84488 -0.03 -0.13 -0.02 -0.18
C -2.30546 -1.99045 4.31230 0.09 0.00 0.02 -0.25
C -2.60458 -3.26460 4.78356 0.04 -0.01 0.00 -0.21
C -1.82634 -3.83714 5.78424 0.08 0.06 -0.09 -0.22
H -0.14924 -3.57649 7.10333 -0.06 0.06 -0.03 0.23
H 0.37902 -1.30598 6.27217 -0.07 -0.04 -0.01 0.22
H -0.99229 -0.29444 4.47533 -0.05 -0.01 0.07 0.20
H -2.91119 -1.54476 3.53036 0.00 -0.02 0.07 0.21
H -3.44475 -3.81206 4.37003 0.06 0.05 0.04 0.22
H -2.05665 -4.83237 6.14776 0.00 0.07 -0.01 0.22
C 1.92359 1.88342 -9.17630 0.03 0.11 -0.10 -0.23
C 1.87132 1.28427 -10.43050 -0.01 0.03 0.02 -0.20
C 2.19789 2.01736 -11.56624 0.02 0.05 0.07 -0.21
C 2.58643 3.34787 -11.44695 -0.03 -0.06 0.07 -0.20
C 2.64233 3.94613 -10.19261 -0.02 -0.05 -0.01 -0.21
C 2.30698 3.21602 -9.05733 -0.02 -0.07 -0.04 -0.22
H 1.66545 1.31208 -8.29080 0.03 0.02 -0.05 0.20
H 1.57493 0.24490 -10.52298 0.02 0.08 -0.01 0.21
H 2.15070 1.55198 -12.54439 0.01 0.03 0.07 0.22
H 2.84571 3.91805 -12.33207 -0.02 -0.04 0.07 0.22
H 2.94687 4.98301 -10.09992 -0.03 -0.08 -0.01 0.22
H 2.34538 3.68457 -8.07974 0.01 -0.03 -0.05 0.21
C -2.82675 -2.13450 11.29924 0.03 0.04 -0.05 -0.21
C -2.87096 -2.74492 10.05011 0.02 0.09 0.01 -0.21
C -2.52739 -2.02482 8.91068 -0.05 0.06 0.13 -0.22
C -2.13009 -0.69612 9.02165 -0.02 -0.06 0.09 -0.22
C -2.08234 -0.08681 10.27114 -0.01 -0.05 -0.02 -0.20
C -2.43465 -0.80430 11.40958 0.00 -0.05 -0.07 -0.21
H -3.09786 -2.69516 12.18706 0.02 0.04 -0.06 0.22
H -3.17431 -3.78297 9.96451 0.00 0.08 0.01 0.21
H -2.56849 -2.49802 7.93803 -0.05 0.08 0.11 0.22
H -1.85759 -0.13591 8.13349 -0.03 -0.04 0.04 0.21
H -1.77102 0.94874 10.35770 -0.03 -0.07 0.00 0.21
H -2.40257 -0.32748 12.38280 0.00 -0.03 -0.06 0.22